No. 1
The following is a quantum chemistry calculation of 2 unconnected molecules or ions with the total composition C4H13N3O, from OMol25.

max |F|	2.43	eV/A
Kohn-Sham gap	8.93	eV
structure (SMILES)	CN(C)N.CNC=O
energy relative to the best compared isomer or geometry (same formula, charge and spin)	2.794	eV

Each line ends with the natural charge from an NBO analysis.
CARTESIAN COORDINATES (ANGSTROEM)
C  -1.93  0.67  -0.58  -0.4325
N  -0.74  -0.18  -0.76  -0.3095
C  -1.14  -1.57  -1.02  -0.4296
N  0.03  0.33  -1.95  -0.7126
H  -1.72  1.41  0.20  0.1923
H  -2.81  0.10  -0.27  0.2097
H  -2.20  1.22  -1.49  0.1921
H  -0.25  -2.20  -1.12  0.1883
H  -1.77  -1.67  -1.91  0.1760
H  -1.70  -1.97  -0.16  0.2264
H  0.36  1.29  -1.82  0.3548
H  0.87  -0.24  -2.08  0.3462
C  2.32  0.91  1.05  -0.4144
N  1.40  -0.19  1.19  -0.6235
C  0.37  -0.18  2.11  0.5371
O  -0.40  -1.11  2.29  -0.6064
H  2.82  1.09  2.00  0.2031
H  1.77  1.81  0.77  0.1826
H  3.04  0.68  0.26  0.2125
H  1.18  -0.79  0.40  0.4072
H  0.52  0.59  2.89  0.1002

No. 2
The following is a quantum chemistry calculation of C3H6N2S2 in the gas phase, from OMol25.

max |F|	0.92	eV/A
Kohn-Sham gap	8.37	eV
structure (SMILES)	NC(N)=CC(=S)S
energy relative to the best compared isomer or geometry (same formula, charge and spin)	0.000	eV

Each line ends with the natural charge from an NBO analysis.
CARTESIAN COORDINATES (ANGSTROEM)
N  1.10  1.39  0.04  -0.7814
C  0.80  0.08  -0.01  0.4910
N  1.88  -0.77  -0.10  -0.7906
C  -0.49  -0.45  0.03  -0.4921
C  -1.69  0.27  0.00  -0.2314
S  -1.90  1.95  -0.03  -0.2139
S  -3.20  -0.64  -0.02  0.1101
H  0.31  2.01  0.00  0.4286
H  1.99  1.73  -0.23  0.3920
H  2.76  -0.45  0.28  0.3918
H  1.68  -1.75  0.01  0.3984
H  -0.56  -1.54  0.07  0.2041
H  -2.69  -1.85  -0.04  0.0933

No. 3
The following is a quantum chemistry calculation of a molecular structure, C4H6I2N2O2, from OMol25.

max |F|	4.99	eV/A
Kohn-Sham gap	8.76	eV
energy relative to the best compared isomer or geometry (same formula, charge and spin)	0.000	eV

Each line ends with the natural charge from an NBO analysis.
CARTESIAN COORDINATES (ANGSTROEM)
C  -0.83  0.97  -0.67  0.4062
C  1.37  1.51  0.28  0.8092
C  0.57  1.19  -1.03  -0.6579
C  -1.02  -1.05  -0.56  -0.2270
N  -1.72  1.74  -0.29  -0.6752
N  -0.09  -1.43  0.44  -0.9147
O  2.43  0.93  0.41  -0.5852
O  0.79  2.28  1.10  -0.6308
I  -0.77  -2.09  -2.55  0.0542
I  -2.95  -1.29  0.28  0.1713
H  0.73  1.99  -1.73  0.2720
H  1.07  0.25  -1.56  0.2692
H  -2.70  1.25  -0.21  0.3953
H  -0.11  2.45  0.83  0.5145
H  0.83  -1.00  0.26  0.4062
H  -0.23  -2.41  0.65  0.3925

No. 4
The following is a quantum chemistry calculation of a molecular structure, C29H42Br2ClN3OSi4V, from OMol25.

max |F|	1.17	eV/A
Kohn-Sham gap (alpha / beta)	6.38 / 6.94	eV
multiplicity	2
total charge	+2
energy relative to the best compared isomer or geometry (same formula, charge and spin)	0.000	eV

Each line ends with the Löwdin spin population.
CARTESIAN COORDINATES (ANGSTROEM)
V  -0.03  0.10  0.15  1.2224
Br  -1.78  -4.44  -0.03  0.0010
C  -1.65  -3.30  1.44  0.0013
C  -2.23  -3.67  2.68  -0.0008
C  -2.11  -2.87  3.78  0.0009
Br  -2.87  -3.40  5.40  -0.0001
C  -1.43  -1.62  3.69  -0.0005
C  -1.24  -0.71  4.75  0.0050
C  -0.56  0.47  4.53  -0.0008
C  -0.08  0.76  3.25  0.0046
N  -0.23  -0.08  2.23  -0.0106
C  -0.89  -1.26  2.44  0.0005
C  -0.98  -2.12  1.32  0.0059
O  -0.34  -1.68  0.19  0.0066
H  -2.75  -4.61  2.75  -0.0001
H  -1.62  -0.94  5.73  0.0003
H  -0.40  1.18  5.33  -0.0002
H  0.46  1.68  3.06  0.0001
N  -0.27  -0.07  -2.02  -0.0027
C  -0.95  0.96  -2.82  0.0024
C  -1.94  0.57  -3.70  -0.0004
C  -2.57  1.53  -4.49  0.0001
C  -2.19  2.86  -4.40  -0.0005
C  -1.19  3.24  -3.51  0.0001
C  -0.57  2.28  -2.72  -0.0001
H  -0.83  -0.92  -2.06  0.0009
H  0.62  -0.32  -2.44  0.0003
H  -2.23  -0.47  -3.79  0.0000
H  -3.35  1.23  -5.18  0.0000
H  -2.66  3.60  -5.03  0.0000
H  -0.88  4.28  -3.44  0.0000
H  0.21  2.57  -2.03  0.0000
Cl  -0.69  5.58  0.98  -0.0017
C  -1.42  4.09  0.58  -0.0013
C  -2.78  4.01  0.28  0.0118
C  -3.32  2.77  -0.02  -0.0014
C  -2.51  1.66  -0.03  0.0121
N  -1.20  1.75  0.24  -0.0037
C  -0.66  2.94  0.56  0.0065
H  -3.39  4.90  0.29  0.0005
H  -4.37  2.67  -0.26  -0.0003
H  -2.89  0.68  -0.28  0.0011
H  0.40  2.98  0.79  -0.0015
C  2.11  -2.56  -2.03  -0.0001
Si  3.01  -2.10  -0.48  -0.0149
C  4.85  -2.05  -0.69  -0.0091
C  2.54  -3.17  0.96  -0.0002
Si  2.44  0.22  0.04  -0.1573
Si  3.47  0.65  2.16  -0.0243
C  2.85  -0.58  3.43  -0.0001
C  2.97  2.42  2.61  -0.0002
C  5.32  0.61  2.08  -0.0110
Si  3.27  1.64  -1.70  -0.0226
C  5.12  1.55  -1.67  -0.0120
C  2.67  1.21  -3.41  0.0000
C  2.76  3.38  -1.24  -0.0001
H  2.43  -3.55  -2.39  0.0000
H  2.31  -1.86  -2.84  0.0000
H  1.04  -2.64  -1.85  -0.0001
H  5.22  -3.05  -0.93  -0.0016
H  5.35  -1.72  0.22  -0.0001
H  5.15  -1.39  -1.51  -0.0001
H  2.73  -4.23  0.72  0.0000
H  1.49  -3.07  1.21  -0.0001
H  3.14  -2.92  1.84  0.0000
H  1.97  -1.13  3.11  -0.0001
H  2.61  -0.06  4.36  0.0000
H  3.64  -1.31  3.65  0.0000
H  2.07  2.76  2.09  -0.0002
H  3.77  3.11  2.33  0.0000
H  2.81  2.53  3.68  0.0000
H  5.74  -0.38  1.90  0.0001
H  5.67  0.94  3.07  -0.0019
H  5.73  1.30  1.34  0.0000
H  5.50  0.60  -2.04  0.0001
H  5.53  1.73  -0.68  -0.0001
H  5.50  2.34  -2.34  -0.0020
H  2.83  0.16  -3.66  0.0000
H  3.26  1.80  -4.12  0.0000
H  1.62  1.46  -3.58  0.0000
H  3.30  3.71  -0.34  0.0000
H  1.69  3.49  -1.04  -0.0001
H  3.01  4.09  -2.04  0.0000

No. 5
The following is a quantum chemistry calculation of 3 unconnected molecules or ions with the total composition C2H6FN3O2, from OMol25.

max |F|	2.46	eV/A
Kohn-Sham gap (alpha / beta)	7.38 / 7.82	eV
multiplicity	3
energy relative to the best compared isomer or geometry (same formula, charge and spin)	0.000	eV

Each line ends with the natural charge from an NBO analysis.
CARTESIAN COORDINATES (ANGSTROEM)
C  -0.39  0.72  1.38  0.8363
C  -1.56  -0.16  -1.27  0.5551
N  0.79  0.76  1.37  -0.7703
N  2.86  0.75  -0.35  -1.0572
N  -2.95  -1.44  0.02  -0.5135
O  -1.54  0.65  1.58  -0.5924
O  -1.82  -1.34  -0.80  -0.4047
F  -0.49  -0.33  -2.08  -0.3534
H  3.76  0.70  0.12  0.3785
H  1.60  0.76  0.74  0.4371
H  2.84  1.60  -0.90  0.3800
H  2.77  -0.04  -0.97  0.3834
H  -3.15  -0.52  0.41  0.3651
H  -2.72  -2.11  0.75  0.3562

No. 6
The following is a quantum chemistry calculation of 2 unconnected molecules or ions with the total composition C2H5O2, from OMol25.

max |F|	1.25	eV/A
Kohn-Sham gap	7.04	eV
total charge	-1
energy relative to the best compared isomer or geometry (same formula, charge and spin)	1.200	eV

Each line ends with the natural charge from an NBO analysis.
CARTESIAN COORDINATES (ANGSTROEM)
O  -0.98  -1.83  -1.21  -1.0094
H  -0.24  -2.19  -1.71  0.4390
O  0.39  -0.43  0.63  -0.8168
C  0.01  0.78  0.47  0.2422
C  0.82  1.90  0.50  -0.7747
H  -1.08  0.96  0.34  0.0766
H  1.83  1.82  0.15  0.1730
H  0.38  2.83  0.84  0.1655
H  -0.45  -1.24  -0.58  0.5046

Which of these has the highest energy relative to the best compared isomer or geometry (same formula, charge and spin)? C4H13N3O

Repeat the fifth record exactly.
The following is a quantum chemistry calculation of 3 unconnected molecules or ions with the total composition C2H6FN3O2, from OMol25.

max |F|	2.46	eV/A
Kohn-Sham gap (alpha / beta)	7.38 / 7.82	eV
multiplicity	3
energy relative to the best compared isomer or geometry (same formula, charge and spin)	0.000	eV

Each line ends with the natural charge from an NBO analysis.
CARTESIAN COORDINATES (ANGSTROEM)
C  -0.39  0.72  1.38  0.8363
C  -1.56  -0.16  -1.27  0.5551
N  0.79  0.76  1.37  -0.7703
N  2.86  0.75  -0.35  -1.0572
N  -2.95  -1.44  0.02  -0.5135
O  -1.54  0.65  1.58  -0.5924
O  -1.82  -1.34  -0.80  -0.4047
F  -0.49  -0.33  -2.08  -0.3534
H  3.76  0.70  0.12  0.3785
H  1.60  0.76  0.74  0.4371
H  2.84  1.60  -0.90  0.3800
H  2.77  -0.04  -0.97  0.3834
H  -3.15  -0.52  0.41  0.3651
H  -2.72  -2.11  0.75  0.3562